# 1
Formula: C22H11BrN5O8Ru
Source: OMol25
Level of theory: the ωB97M-V functional and the def2-TZVPD basis

For the highest occupied orbital energy (spin up / spin down), the calculation gives -11.53 / -11.99 eV. As for the spin multiplicity: 5. The value obtained for the lowest unoccupied orbital energy (spin up / spin down) is -5.3 / -6.1 eV. The energy above the lowest of the compared OMol25 structures with the same formula, charge and spin comes out at 0.005 eV. Its charge is +1.

The geometry in XYZ format:
```
48
C22H11BrN5O8Ru (the ωB97M-V functional and the def2-TZVPD basis)
Ru -1.6022 -1.5623 -1.8767
Br 6.1936 3.8288 1.5497
C 5.2952 2.2797 2.1404
C 5.9103 1.4193 3.0530
C 5.2487 0.2953 3.4858
C 3.9694 -0.0129 2.9823
C 3.3412 0.8928 2.0926
C 4.0033 2.0172 1.6757
N 3.3287 -1.1067 3.4357
N 2.3700 -1.7362 3.0226
C 1.9460 -2.0049 1.7852
C 2.8045 -1.9400 0.6566
C 2.3282 -1.9621 -0.6244
C 0.9298 -1.9711 -0.8605
O 0.3916 -1.7888 -1.9890
C 0.0671 -2.2052 0.2804
N -1.2474 -2.3029 -0.0264
C -2.1071 -2.5970 0.9353
C -1.6958 -2.7988 2.2576
C -0.3718 -2.6270 2.6058
C 0.5545 -2.3154 1.5952
H 6.8985 1.6489 3.4181
H 5.7103 -0.3718 4.1948
H 2.3354 0.6956 1.7535
H 3.5321 2.6997 0.9854
H 3.8683 -1.8548 0.8309
H 2.9911 -1.8946 -1.4708
H -3.1482 -2.6779 0.6422
H -2.4338 -3.0783 2.9943
H -0.0352 -2.7417 3.6261
O -5.3893 -1.6973 -3.1515
C -4.3778 -1.2252 -2.7210
O -3.5347 -1.8114 -1.9145
C -3.9528 0.2269 -2.9340
C -4.8044 1.2910 -2.7519
C -4.2731 2.5793 -2.6045
C -2.9062 2.7737 -2.4649
C -2.0517 1.6950 -2.6135
C -2.5377 0.4172 -3.0495
O -1.7630 -0.4888 -3.5142
N -0.7461 1.7178 -2.0387
O -0.0476 2.6869 -2.1032
O -0.4506 0.7096 -1.3728
N -5.1630 3.7220 -2.4102
O -6.3453 3.5033 -2.4049
O -4.6306 4.7944 -2.2635
H -5.8714 1.1335 -2.6778
H -2.5316 3.7429 -2.1606
```

# 2
Formula: C19H16FN3O5
Source: OMol25
Level of theory: the ωB97M-V functional and the def2-TZVPD basis

For the highest occupied orbital energy, the calculation gives -8.34 eV. As for the SMILES: Cc1c(C(=O)/C=C(\O)c2cc(O)c(O)c(O)c2)nnn1Cc1cccc(F)c1. As for the spin multiplicity: 1. The value obtained for the lowest unoccupied orbital energy is -0.2 eV. The energy above the lowest of the compared OMol25 structures with the same formula, charge and spin comes out at 2.666 eV.

The geometry in XYZ format:
```
44
C19H16FN3O5 (the ωB97M-V functional and the def2-TZVPD basis)
C -1.9466 1.7898 2.5340
C -1.0709 0.6792 2.0224
C -0.9874 0.0937 0.8307
C -1.6986 0.2599 -0.3771
O -2.7349 0.9375 -0.2706
C -1.1988 -0.1044 -1.7278
C -1.9282 0.0360 -2.8898
O -3.0245 0.7075 -2.8001
C -1.3100 -0.2683 -4.1943
C -0.0025 -0.6923 -4.2934
C 0.7285 -0.8129 -5.4779
O 2.1060 -0.9973 -5.4705
C 0.0173 -0.5183 -6.6623
O 0.6754 -0.5241 -7.9143
C -1.2877 -0.1053 -6.5859
O -1.9098 0.2900 -7.7405
C -1.9297 0.0894 -5.3948
N 0.0295 -0.8703 1.0048
N 0.6759 -0.7986 2.1218
N 0.0680 0.2723 2.7664
C 0.7550 1.0399 3.8152
C 1.4474 0.2681 4.8756
C 0.5657 -0.5466 5.6411
C 1.2409 -1.4126 6.5101
C 2.5703 -1.5339 6.6085
C 3.4078 -0.7598 5.8093
F 4.7458 -0.9426 5.8147
C 2.8327 0.0617 4.8792
H -2.8202 1.8366 1.8820
H -1.2949 2.6447 2.2784
H -2.1216 1.7342 3.6324
H -0.1866 -0.4341 -1.7025
H -3.0913 1.0136 -1.8484
H 0.6402 -0.8206 -3.4827
H 2.3580 -1.3553 -4.6435
H 1.6141 -0.7600 -7.7282
H -1.2345 0.5719 -8.3290
H -2.8626 0.5243 -5.4360
H 0.0235 1.6574 4.3272
H 1.5120 1.6974 3.3365
H -0.4800 -0.3376 5.6714
H 0.6816 -1.9725 7.1092
H 2.9629 -2.2773 7.4343
H 3.4630 0.6397 4.0645
```

# 3
Formula: C19H37GaN10O6PS
Source: OMol25
Level of theory: the ωB97M-V functional and the def2-TZVPD basis

For the highest occupied orbital energy, the calculation gives -10.74 eV. As for the spin multiplicity: 1. The value obtained for the lowest unoccupied orbital energy is -2.1 eV. The energy above the lowest of the compared OMol25 structures with the same formula, charge and spin comes out at 0.378 eV. Its charge is +1.

The geometry in XYZ format:
```
75
C19H37GaN10O6PS (the ωB97M-V functional and the def2-TZVPD basis)
Ga -0.2822 0.8911 0.0279
C -2.6936 3.7194 2.6794
N -1.7484 4.3449 1.7611
C -2.0124 5.7071 1.3058
C -0.8271 3.5766 1.1643
N -0.7064 2.2938 1.3888
N 0.0910 4.2368 0.3777
C 0.9663 3.6437 -0.5082
N 1.7711 4.5032 -1.1707
N 1.0235 2.3691 -0.6323
H -3.3438 4.4852 3.0882
H -2.1680 3.2515 3.5135
H -3.3085 2.9744 2.1676
H -3.0285 5.9753 1.5765
H -1.9543 5.7676 0.2178
H -1.3363 6.4301 1.7694
H -1.3883 1.9372 2.0420
H -0.0527 5.2241 0.2644
H 1.7467 5.4945 -1.0189
H 2.4240 4.1453 -1.8431
H 1.7141 2.0108 -1.2886
C -2.7198 -4.1200 0.7885
N -3.4820 -3.2128 -0.0642
C -3.2575 -3.5761 -1.4611
N -1.8456 -3.5776 -1.8335
C -1.1237 -4.4782 -0.9397
N -1.2946 -4.1391 0.4707
C -0.6543 -2.8807 0.8135
P -1.3740 -1.4412 -0.1420
C -3.1699 -1.8174 0.1956
C -1.2801 -2.2373 -1.8271
H -3.1142 -5.1284 0.6520
H -2.8514 -3.8297 1.8324
H -3.8013 -2.8820 -2.1051
H -3.6510 -4.5823 -1.6141
H -0.0615 -4.4605 -1.1916
H -1.5026 -5.4904 -1.0912
H 0.4135 -2.9569 0.5976
H -0.7832 -2.6886 1.8803
H -3.7845 -1.1769 -0.4394
H -3.3960 -1.5725 1.2356
H -0.2323 -2.2826 -2.1347
H -1.8109 -1.6133 -2.5497
C 2.9539 -3.1254 -1.3185
C 4.1318 -2.2566 -0.8801
C 3.7237 -1.1664 0.1274
C 4.9224 -0.2125 0.3847
C 4.6528 0.8487 1.4546
C 3.3741 -1.8208 1.4512
O 4.0431 -2.6725 1.9737
N 2.2316 -1.3411 2.0894
C 1.2808 -0.5689 1.4855
O 0.2500 -0.2149 2.0761
N 1.4303 -0.1878 0.1988
C 2.6137 -0.3181 -0.4847
O 2.7785 0.2408 -1.5549
H 3.2855 -3.8959 -2.0127
H 2.1957 -2.5209 -1.8218
H 2.4979 -3.6241 -0.4585
H 4.5723 -1.7651 -1.7474
H 4.8947 -2.8759 -0.4096
H 5.1473 0.2704 -0.5658
H 5.7808 -0.8199 0.6731
H 3.7170 1.3806 1.2614
H 5.4592 1.5803 1.4629
H 4.5967 0.4045 2.4490
H 2.0392 -1.6876 3.0187
C -3.4588 1.5701 -2.7770
S -2.2834 1.8256 -1.4733
O -2.0160 3.2405 -1.3918
O -1.0663 1.0269 -1.8519
O -2.8213 1.2573 -0.2384
H -3.0848 2.0974 -3.6514
H -4.4073 1.9905 -2.4535
H -3.5441 0.5037 -2.9704
```

# 4
Formula: C5H9OP
Source: OMol25
Level of theory: the ωB97M-V functional and the def2-TZVPD basis

For the highest occupied orbital energy, the calculation gives -9.17 eV. As for the SMILES: C[C@@]12CCCP1O2. As for the spin multiplicity: 1. The value obtained for the lowest unoccupied orbital energy is 1.0 eV. The energy above the lowest of the compared OMol25 structures with the same formula, charge and spin comes out at 1.080 eV.

The geometry in XYZ format:
```
16
C5H9OP (the ωB97M-V functional and the def2-TZVPD basis)
C -2.3600 -0.4621 0.4392
C -0.6888 -0.3122 0.1291
C -0.0683 0.8117 -0.6421
C 1.3880 0.6065 -0.6890
C 1.9164 -0.0361 0.6439
P 0.4890 -1.0867 1.2343
O -0.1232 -1.5744 -0.2487
H -2.6440 0.6075 0.2767
H -2.5675 -0.7879 1.5060
H -2.8621 -1.1767 -0.2413
H -0.3737 1.8035 -0.2747
H -0.5212 0.6381 -1.6242
H 1.4505 -0.1857 -1.4132
H 1.9838 1.3891 -0.9938
H 2.6952 -0.8348 0.4344
H 2.2859 0.6003 1.4635
```

# 5
Formula: C2H3FO2S
Source: OMol25
Level of theory: the ωB97M-V functional and the def2-TZVPD basis

For the highest occupied orbital energy, the calculation gives -11.85 eV. As for the SMILES: C=CS(=O)(=O)F. As for the spin multiplicity: 1. The value obtained for the lowest unoccupied orbital energy is -0.5 eV. The energy above the lowest of the compared OMol25 structures with the same formula, charge and spin comes out at 2.037 eV.

The geometry in XYZ format:
```
9
C2H3FO2S (the ωB97M-V functional and the def2-TZVPD basis)
C 0.0578 -1.2373 0.6356
C 0.5579 -0.0032 0.6541
S -0.2629 1.0241 -0.6285
O -1.6821 0.7649 -0.6763
O 0.2208 2.3572 -0.8037
F 0.4198 0.2078 -2.1407
H 0.2827 -1.7981 1.5502
H -0.7243 -1.6356 0.0001
H 1.1303 0.3203 1.4094
```

# 6
Formula: C10H12N3O2
Source: OMol25
Level of theory: the ωB97M-V functional and the def2-TZVPD basis

For the highest occupied orbital energy (spin up / spin down), the calculation gives -2.47 / -4.29 eV. As for the spin multiplicity: 3. The value obtained for the lowest unoccupied orbital energy (spin up / spin down) is 3.0 / 2.2 eV. Its charge is -1.

The geometry in XYZ format:
```
27
C10H12N3O2 (the ωB97M-V functional and the def2-TZVPD basis)
C -0.3846 -2.8642 -0.6328
C 1.0541 -2.8685 -0.5268
C -0.7844 -1.5837 -0.8857
C 1.4624 -1.5924 -0.6384
C -0.7844 0.4621 1.6308
C -2.5882 -0.6070 3.0077
C -2.1043 0.4293 2.0160
C 0.5768 0.6833 -0.9898
C 1.0192 1.0306 -2.4111
C 1.1128 2.8774 -0.0310
N -0.1332 1.5414 1.0730
N 0.3707 -0.7179 -0.8688
N 0.5048 1.5731 -0.0493
O -2.1147 -1.7842 2.9795
O -3.2626 -0.0524 3.8832
H -0.9120 -3.7760 -0.8412
H 1.5976 -3.8063 -0.2605
H -1.8028 -1.2828 -0.7340
H 2.4935 -1.4004 -0.8252
H -0.2859 -0.5674 1.6205
H -2.6441 1.2891 1.9255
H 2.0474 1.5140 -2.3720
H 0.5122 1.7330 -3.0151
H 1.2287 0.1724 -3.0504
H 2.1558 2.7497 0.5130
H 1.2182 3.3309 -1.0770
H 0.4470 3.5168 0.5599
```

Listing energy for the structures above in their given order: -4389.04066 -1373.86047 -4409.53740 -612.45722 -726.45723 -702.80771 hartree.